Formula: C21H21Br2F24N2O3
Source: OMol25
Level of theory: ωB97M-V/def2-TZVPD

Summary:
calculated total energy = -8692.362740 Ha
E_HOMO = -0.4819 hartree
energy relative to the best compared isomer or geometry (same formula, charge and spin) = 369.95 kJ/mol

Structure (ORCA input):
```
! wB97M-V def2-TZVPD RIJCOSX def2/J DEFGRID3
* xyz 1 1
Br -0.725 1.766 -6.095
Br -2.268 -0.193 -2.401
F 0.108 -1.656 0.046
F -0.395 -4.410 -0.969
F -1.169 -5.046 0.961
F 1.829 4.844 4.424
F 0.714 0.338 0.669
F -5.550 -3.406 1.019
F -5.588 -6.074 1.992
F -3.411 -6.101 1.936
F 1.854 -0.835 3.026
F 3.187 7.039 5.610
F -1.594 1.018 4.681
F 1.450 1.562 2.916
F 7.585 5.782 2.650
F -3.142 -6.594 -0.433
F 1.082 1.903 5.035
F 6.075 4.439 0.771
F -4.713 -4.857 -0.354
F 5.150 6.283 1.459
F 3.968 4.558 4.614
F -1.080 -7.082 -0.896
F -0.102 -0.498 4.269
F 4.297 7.323 3.757
F 5.997 5.619 4.119
F 2.637 -1.579 1.145
O 3.066 5.003 2.583
O -1.199 0.501 2.556
O -3.339 -3.464 0.789
N 0.386 -1.466 -3.635
N -1.297 -1.117 -5.332
C -2.527 -3.650 -0.374
C -1.535 -4.822 -0.329
C 3.154 6.801 4.272
C 0.915 -1.971 -4.966
C 0.367 -0.886 1.150
C 3.031 5.301 3.978
C -0.948 -0.764 1.935
C -4.513 -4.272 0.850
C -4.488 -5.277 2.008
C 0.471 1.801 3.826
C 1.517 -1.530 1.917
C -2.577 0.990 -6.054
C 4.193 4.237 2.148
C 6.491 5.049 2.998
C -0.183 -1.749 -6.175
C -2.020 -6.102 -1.001
C -2.632 -0.640 -5.860
C -3.313 1.499 -7.463
C -0.585 0.688 3.829
C -1.032 -0.946 -3.825
C 5.479 5.025 1.858
H 1.966 -2.461 -5.124
H -1.923 -2.735 -0.429
H -2.947 -1.233 -6.841
H -2.210 -5.943 -2.067
H 2.312 7.354 3.845
H -3.105 1.453 -5.090
H -1.757 -0.868 1.201
H -3.667 0.611 -8.139
H -3.122 -3.638 -1.295
H -4.450 -4.762 2.973
H -1.102 -1.599 2.629
H 1.275 -2.556 2.209
H 0.879 -1.457 -2.694
H 4.370 3.367 2.792
H -2.521 2.110 -8.111
H 3.871 3.806 1.192
H -3.488 -0.867 -5.062
H 6.837 4.041 3.243
H 0.019 2.768 3.585
H -4.172 2.222 -7.129
H -0.141 -1.996 -7.320
*
```